Here is a 11-piece molecular cluster, C12H46O11 overall at a distorted geometry from the OMol25 dataset. Energies are from the ωB97M-V functional and the def2-TZVPD basis.

E_LUMO   0.0964 eV
Gap between HOMO and LUMO   9.31 eV

```
69
Properties=species:S:1:pos:R:3:forces:R:3:lowdin_charge:R:1
C 8.50421 1.37591 -19.91873 0.1 0.3 -0.3 -0.0836
C 8.61989 2.88598 -19.97133 -0.1 0.0 0.4 -0.2927
O 9.33732 3.26567 -21.14752 0.0 0.0 0.1 -0.1058
H 8.09196 1.09787 -18.94993 0.1 -0.3 -0.1 0.0779
H 9.50948 0.97754 -20.06535 0.0 -0.2 0.3 0.0797
H 7.88177 0.96762 -20.71584 -0.1 0.1 0.0 0.0740
H 9.12210 3.20235 -19.05245 0.3 0.1 -0.2 0.1143
H 7.65153 3.39177 -19.94725 -0.1 -0.1 -0.2 0.1135
H 9.97656 3.95340 -20.94717 -0.1 0.0 0.0 0.0878
C 9.15555 9.03678 -22.80731 0.4 0.4 0.2 -0.0833
C 10.67302 9.13030 -22.99676 -0.3 -1.0 -0.9 -0.3055
O 11.01935 8.92656 -24.36154 0.2 0.7 -0.1 -0.0944
H 8.69963 8.16792 -23.28286 0.2 -0.3 0.3 0.0651
H 8.67362 9.88782 -23.29223 0.1 0.1 0.1 0.0564
H 8.96573 9.08712 -21.73100 -0.4 -0.2 -0.1 0.0697
H 11.23870 8.36368 -22.45130 -0.3 0.2 0.6 0.0910
H 11.00424 10.12210 -22.69027 0.2 -0.1 -0.1 0.1091
H 10.68775 8.06669 -24.65332 -0.1 0.1 0.0 0.0277
C 13.82774 3.41064 -27.18195 0.9 -0.1 0.2 -0.0834
C 12.57057 2.89873 -27.81958 -0.4 -0.6 0.2 -0.2837
O 11.72342 4.01487 -28.13687 -0.1 -0.3 0.1 -0.1084
H 14.49436 2.61205 -26.84364 -0.3 -0.3 -0.2 0.0823
H 13.61885 3.95490 -26.26081 -0.3 0.2 -0.2 0.0617
H 14.44589 4.03508 -27.82780 -0.3 0.2 -0.1 0.0845
H 12.08859 2.21643 -27.10669 -0.2 0.3 0.1 0.1048
H 12.68760 2.29907 -28.72910 0.5 0.2 0.0 0.1122
H 10.90584 3.66500 -28.50063 0.0 0.1 0.0 0.0881
C 10.48406 5.17969 -23.94600 0.8 0.0 0.1 -0.0634
C 9.76926 5.31371 -25.27003 -0.7 -0.2 0.2 -0.2712
O 9.82600 6.67436 -25.70751 -0.1 -0.4 -0.1 -0.1192
H 11.52620 5.49636 -24.05634 -0.1 0.2 -0.1 0.0686
H 10.54479 4.15365 -23.58054 -0.3 -0.1 -0.2 0.0536
H 10.03799 5.78613 -23.15501 -0.2 0.1 -0.2 0.0791
H 8.71523 5.02651 -25.17351 0.0 0.0 0.2 0.1195
H 10.16931 4.64986 -26.04367 0.4 0.0 0.2 0.1037
H 9.23770 6.69743 -26.48182 0.2 0.5 0.1 0.0444
C 7.66278 10.22617 -26.39252 -1.8 0.3 -0.3 -0.0526
C 6.12089 10.29210 -26.35248 0.2 0.4 -0.3 -0.2907
O 5.55533 9.27138 -27.18474 0.2 -0.4 0.2 -0.1069
H 7.97208 10.80235 -25.52493 0.6 0.0 -0.2 0.0703
H 7.90345 10.71275 -27.33535 0.7 -0.1 0.1 0.0756
H 8.02711 9.20367 -26.35301 0.1 0.0 0.1 0.0626
H 5.81197 11.24091 -26.80202 0.0 0.2 0.3 0.1063
H 5.75055 10.27286 -25.32421 -0.1 -0.4 -0.1 0.1114
H 4.59553 9.25838 -27.11870 0.0 0.2 0.1 0.0988
C 12.95927 2.72256 -22.15147 0.1 0.2 0.2 -0.0743
C 13.28116 2.79593 -23.63746 -0.5 -0.4 0.1 -0.3138
O 12.65687 1.73241 -24.34940 0.3 -0.1 -0.1 -0.0862
H 13.19698 3.70400 -21.72819 -0.2 -0.1 0.3 0.0566
H 13.50993 1.96969 -21.58444 0.3 0.0 -0.3 0.0769
H 11.91473 2.45315 -21.97907 -0.1 0.4 -0.1 0.0522
H 14.36092 2.73629 -23.78179 -0.1 -0.2 -0.2 0.1170
H 12.94537 3.74469 -24.06681 0.1 0.1 0.2 0.0807
H 11.70900 1.76292 -24.15975 -0.1 0.0 0.0 0.0448
O 9.53108 1.62429 -23.44711 0.1 0.0 0.3 -0.0661
H 9.32779 0.70106 -23.26083 0.0 0.1 -0.1 0.0452
H 9.41625 2.08617 -22.59163 0.0 0.0 -0.3 -0.0037
O 6.25585 6.83438 -26.00787 -0.1 0.2 0.0 -0.0844
H 6.78124 6.44687 -26.71979 -0.1 0.1 0.1 -0.0096
H 6.00037 7.71396 -26.35707 0.1 -0.5 0.1 -0.0106
O 8.26988 6.58775 -28.10293 -0.1 -0.2 -0.4 -0.0313
H 7.95669 7.25204 -28.73089 0.1 0.0 0.2 0.0798
H 8.46945 5.81213 -28.64082 0.0 0.1 0.0 0.0728
O 12.46310 6.49433 -27.06343 -0.2 -0.3 0.0 -0.0784
H 11.71781 6.86271 -26.56209 0.2 -0.2 -0.2 0.0041
H 12.16087 5.61522 -27.37411 0.1 0.7 0.2 -0.0140
O 13.38945 6.52775 -22.26201 0.0 -0.1 0.1 -0.0518
H 14.11552 6.11985 -21.77643 0.0 0.1 -0.1 0.0364
H 12.60814 6.02695 -22.00316 0.0 0.0 -0.1 0.0083
```
Forces are in eV/Å.